ORCA calculation (ωB97M-V with the def2-TZVPD basis set) on C18H48BrCuO18S6 as an isolated structure in a non-equilibrium geometry.

Calculated values
energy: -8671.753199 Eh
total charge: +2
F_max: 6.624 eV Å⁻¹
HOMO (alpha / beta): -15.2 / -15.2 eV
orbital gap (alpha / beta): 10.295 / 4.960 eV
spin multiplicity: 3
LUMO energy (alpha / beta): -4.86 / -10.20 eV

Atoms and positions in Å:
Br 5.52 4.90 -2.95
Cu 3.76 2.90 -3.27
S 0.66 4.14 -1.95
S 1.89 5.21 -5.88
S 1.75 -0.14 -3.24
S 6.38 0.21 -3.22
S 3.21 1.76 0.09
S 4.80 1.59 -6.60
O 1.66 -1.01 -4.43
O 6.45 -0.82 -4.21
O 3.11 3.17 0.98
O 1.82 1.30 -0.14
O 1.85 3.47 -2.43
O 5.34 1.26 -3.31
O 6.32 -0.41 -1.65
O -0.68 3.72 -2.32
O 2.26 -1.04 -2.03
O 4.13 2.13 -1.03
O 2.93 5.31 -7.25
O 2.56 4.35 -4.90
O 1.52 6.58 -5.52
O 0.77 4.41 -0.35
O 2.52 1.07 -3.19
O 4.49 2.21 -7.93
O 4.19 2.27 -5.46
O 6.51 1.52 -6.32
C 2.66 6.26 -8.20
C 0.83 5.86 -2.35
C 0.53 4.18 -6.55
C 3.77 6.37 -9.24
C 7.39 1.87 -7.38
C -1.07 5.52 0.82
C 4.27 4.05 1.01
C 4.23 4.81 2.36
C 6.85 -1.61 -1.46
C 7.25 -1.81 0.02
C 4.03 0.73 1.44
C 1.69 -2.32 -1.76
C 7.61 0.63 -8.24
C 8.09 0.85 -3.15
C -0.10 0.23 -2.81
C -0.29 4.22 0.58
C 1.52 -2.44 -0.28
C 4.31 -0.21 -6.70
H 0.75 -2.51 -2.28
H 6.85 0.44 -9.00
H 5.23 -0.69 -7.03
H 0.30 6.00 -3.29
H 6.48 -1.72 0.78
H 7.41 -2.89 0.11
H 3.49 7.14 -9.96
H 8.20 -1.40 0.36
H 2.63 7.20 -7.65
H 4.57 4.33 3.27
H 1.69 6.14 -8.70
H 3.27 0.26 2.07
H -0.94 3.37 0.35
H 1.91 6.04 -2.42
H 7.83 -1.67 -1.93
H 2.48 -3.00 -2.09
H 4.52 1.42 2.12
H 3.32 5.38 2.54
H 3.58 -0.36 -7.50
H 2.51 -2.21 0.11
H 0.70 -1.81 0.05
H 5.19 3.49 1.10
H -0.46 1.07 -3.40
H 7.04 2.80 -7.83
H 0.16 3.76 1.47
H -1.79 5.44 1.64
H -0.73 -0.60 -3.13
H -0.38 6.34 0.99
H 4.72 6.52 -8.74
H 5.14 5.42 2.30
H 6.21 -2.43 -1.77
H 0.21 4.67 -7.46
H 4.69 -0.03 1.02
H 8.33 1.49 -2.30
H 7.74 -0.28 -7.64
H 1.04 3.21 -6.51
H -0.35 4.03 -5.92
H 4.24 4.70 0.13
H 8.02 1.55 -3.98
H -1.66 5.78 -0.06
H 3.74 5.48 -9.87
H 8.90 0.18 -3.44
H 1.30 -3.47 0.00
H 8.51 0.70 -8.86
H 4.01 -0.53 -5.71
H 0.23 6.39 -1.61
H -0.22 0.49 -1.76
H 8.36 2.20 -7.00